[1]
A cluster of 6 separate species, C18H45NO10S6 in total in a non-equilibrium geometry. Source: OMol25; level of theory: wB97M-V/def2-TZVPD.

Each line ends with the Mulliken charge.
Geometry (Å):
N: 0.5115 -0.7299 3.6307  -0.54
C: 0.3502 0.6527 3.5764  0.04
C: -1.1094 1.3444 3.1493  -0.59
C: -1.4335 2.5255 4.2375  -0.02
O: -2.7941 2.2621 4.7497  -0.42
S: -3.5724 3.7968 4.7959  1.03
O: -4.7085 3.9222 3.7126  -0.57
O: -4.2279 4.0114 6.1823  -0.56
O: -2.2988 4.8070 4.2825  -0.41
C: -1.0327 4.0806 3.9337  0.51
C: -0.6519 4.5748 2.4228  -0.46
C: 0.8868 5.1822 2.2749  -0.84
C: 2.0687 4.0670 2.4936  -0.43
C: 2.5425 3.8563 4.0526  -0.33
O: 3.3624 4.9665 4.5935  -0.54
H: -0.4078 -1.1463 3.3637  0.25
H: 1.2590 1.3602 3.8744  0.17
H: -1.1369 1.6826 2.0240  0.22
H: -1.8922 0.4457 3.2263  0.41
H: -0.7496 2.2500 5.1631  0.20
H: -0.2704 4.6429 4.6414  0.32
H: -0.8292 3.7908 1.5735  0.31
H: -1.3739 5.4925 2.1730  0.16
H: 0.9780 5.5588 1.1471  0.32
H: 0.9995 6.1511 2.9364  0.31
H: 1.8228 3.0215 2.0005  0.26
H: 3.0263 4.4768 1.9148  0.34
H: 3.2159 2.8789 4.0752  0.26
H: 1.6741 3.6722 4.8147  0.22
H: 3.3134 4.8959 5.6096  0.34
C: -4.8342 5.1551 0.9720  -0.74
S: -4.9250 4.3410 -0.6410  0.47
O: -3.5376 3.8991 -1.0017  -0.64
C: -5.2807 5.8405 -1.5879  -0.81
H: -4.5808 4.4050 1.7252  0.18
H: -4.0625 5.9285 0.9584  0.29
H: -5.8038 5.5958 1.2139  0.40
H: -4.4816 6.5721 -1.4453  0.16
H: -6.2359 6.2592 -1.2643  0.36
H: -5.3431 5.5757 -2.6466  0.31
C: 1.3161 -5.6374 0.7551  -0.90
S: 0.4351 -4.4654 1.8150  0.47
O: 0.6479 -3.0942 1.2451  -0.60
C: 1.5354 -4.6380 3.2402  -0.95
H: 0.8203 -5.6650 -0.2183  0.25
H: 2.3526 -5.3177 0.6238  0.33
H: 1.2837 -6.6322 1.2047  0.39
H: 2.5586 -4.3792 2.9571  0.29
H: 1.4960 -5.6646 3.6103  0.38
H: 1.1951 -3.9581 4.0256  0.33
C: 3.1632 -7.1120 -3.1036  -0.65
S: 1.5801 -7.7658 -2.5211  0.50
O: 1.8287 -8.4442 -1.2066  -0.61
C: 1.4359 -9.0567 -3.7798  -0.75
H: 3.4733 -6.3065 -2.4334  0.32
H: 3.9198 -7.9003 -3.0954  0.05
H: 3.0450 -6.7151 -4.1141  0.35
H: 2.2981 -9.7263 -3.7303  0.15
H: 1.3729 -8.5976 -4.7687  0.35
H: 0.5237 -9.6276 -3.5884  0.35
C: 7.0438 -9.5894 -4.7714  -0.94
S: 5.7274 -10.7698 -4.3883  0.38
O: 4.4487 -9.9950 -4.2656  -0.54
C: 6.2962 -11.1478 -2.7134  -0.93
H: 6.8690 -9.1881 -5.7727  0.32
H: 7.0353 -8.7710 -4.0475  0.30
H: 8.0092 -10.0995 -4.7507  0.37
H: 6.3334 -10.2341 -2.1152  0.29
H: 7.2855 -11.6081 -2.7585  0.38
H: 5.5924 -11.8493 -2.2580  0.33
C: -5.5566 8.3272 -6.4016  -0.94
S: -5.4560 7.3261 -4.8981  0.53
O: -6.6051 7.7187 -4.0174  -0.59
C: -3.9712 8.1233 -4.2412  -0.74
H: -6.4460 8.0253 -6.9603  0.33
H: -5.6347 9.3857 -6.1424  0.30
H: -4.6697 8.1550 -7.0152  0.36
H: -4.1462 9.1944 -4.1138  0.30
H: -3.1350 7.9576 -4.9237  0.36
H: -3.7385 7.6774 -3.2707  0.16

Calculated values
Max |F|: 6.544 eV/A
LUMO level: 0.195 eV
Total charge: 0
Multiplicity: 1

[2]
A structure of composition C18H46B2CsO8PtS3 in a non-equilibrium geometry. Source: OMol25; level of theory: wB97M-V/def2-TZVPD.

Each line ends with the Mulliken charge.
Geometry (Å):
Cs: -1.3718 3.7670 -0.9841  0.95
Pt: -0.7662 -0.6504 -1.1411  5.02
B: -2.6604 2.6804 -3.7648  0.96
H: -3.0878 2.3329 -4.6926  -0.28
H: -3.4170 2.5012 -3.0168  -0.44
H: -1.8333 2.0383 -3.5041  -0.55
H: -2.2348 3.6663 -3.8704  -0.40
B: 0.5337 1.2643 -1.1127  0.88
H: 0.8512 2.2919 -1.1990  -0.42
H: 1.2306 0.5309 -1.4877  -0.88
H: 0.3310 1.0802 -0.0690  -0.85
H: -0.4056 1.2014 -1.6399  -0.55
C: 1.0356 -1.5118 -4.1265  -1.07
C: -0.4894 -1.5329 -4.2202  0.46
C: -0.9642 -3.0395 -4.3818  -1.33
O: -1.1742 -0.7941 -3.3197  -0.93
H: 1.5637 -1.8688 -5.0106  0.56
H: 1.4462 -2.0206 -3.2543  -0.21
H: 1.4733 -0.5153 -4.0675  0.32
H: -0.6543 -1.0200 -5.1678  0.29
H: -0.7958 -3.5804 -3.4506  0.21
H: -0.3019 -3.4897 -5.1212  0.42
H: -2.0139 -3.0803 -4.6726  0.30
C: -4.4124 1.7034 0.3285  -1.49
C: -3.8798 0.4517 -0.3012  1.65
C: -5.0802 -0.4977 -0.8312  -1.43
O: -2.7961 0.5291 -1.1885  -0.98
H: -3.7097 2.2986 0.9117  0.24
H: -5.1940 1.6424 1.0859  0.40
H: -4.9732 2.2606 -0.4219  0.34
H: -3.5939 0.0486 0.6704  -0.86
H: -5.6874 -0.0073 -1.5921  0.35
H: -5.7991 -0.7932 -0.0670  0.37
H: -4.6360 -1.3448 -1.3539  0.34
C: -0.2602 -1.0791 4.8822  -0.66
C: -1.8624 -0.6850 4.8313  -1.00
C: -2.1746 -0.2206 3.3769  -0.17
S: -1.2941 -1.4698 2.3470  0.57
O: -0.8775 -0.8260 1.0830  -1.97
O: -2.2591 -2.5474 2.3812  -0.74
C: 0.0493 -1.7739 3.6315  -0.34
H: -0.1882 -1.8311 5.6680  0.30
H: 0.4174 -0.2556 5.1075  0.35
H: -2.0995 -0.1631 5.7584  0.40
H: -2.3950 -1.6306 4.9329  0.42
H: -1.5835 0.6645 3.1415  -0.18
H: -3.2338 -0.0792 3.1617  0.57
H: 0.9536 -1.3741 3.1727  -0.03
H: 0.1808 -2.8553 3.6692  0.58
C: 2.7665 2.3312 1.6519  -0.05
C: 2.8530 3.9141 1.7750  -0.85
C: 1.4149 4.3211 2.1427  -0.54
S: 0.6684 3.1597 3.3639  0.98
O: -0.6764 2.8349 2.9804  -0.56
O: 1.1256 3.5357 4.6924  -0.68
C: 1.9439 1.8586 2.8202  -0.27
H: 3.7434 1.8963 1.8637  0.40
H: 2.2778 2.0867 0.7088  -0.29
H: 3.2571 4.3428 0.8579  0.40
H: 3.5746 4.2265 2.5298  0.35
H: 0.8272 4.4048 1.2286  0.00
H: 1.4376 5.2773 2.6654  0.54
H: 1.4160 0.9768 2.4573  -0.22
H: 2.4902 1.7524 3.7575  0.57
C: 3.9311 -3.4767 -1.7623  -0.53
C: 4.6075 -2.1298 -1.4332  -0.83
C: 3.4386 -1.0777 -1.2599  -0.27
S: 2.3068 -2.0634 -0.1984  1.06
O: 0.9332 -1.8789 -0.7106  -0.58
O: 2.5855 -2.1217 1.2362  -0.81
C: 2.8079 -3.6440 -0.8232  -0.94
H: 4.6551 -4.2910 -1.7904  0.37
H: 3.5149 -3.4006 -2.7669  0.29
H: 5.1892 -1.7659 -2.2802  0.39
H: 5.2222 -2.2307 -0.5388  0.32
H: 2.9099 -0.7773 -2.1645  0.00
H: 3.6788 -0.1026 -0.8362  0.46
H: 1.9116 -4.1188 -1.2223  0.29
H: 3.2822 -4.2555 -0.0556  0.49

Calculated values
⟨S²⟩: 2.006
Max |F|: 5.212 eV/A
LUMO level (alpha / beta): 1.628 / 1.625 eV
Total charge: -1
Multiplicity: 3

[3]
A structure of composition C18H46Br2O8P3Si in a non-equilibrium geometry. Source: OMol25; level of theory: wB97M-V/def2-TZVPD.

Each line ends with the Mulliken charge.
Geometry (Å):
C: -2.8017 -3.1424 3.3843  -1.24
C: -3.6854 -2.1185 2.5273  -0.09
Br: -2.9726 -0.3087 2.9926  -0.05
C: -5.2192 -2.1873 3.0175  -0.39
Br: -5.8206 -0.5357 3.9469  -0.03
P: -6.4660 -2.5087 1.6513  0.12
Si: -8.3438 -3.2891 2.5994  0.58
C: -9.8272 -2.0766 2.3712  -1.00
C: -8.7865 -5.0653 2.0171  -1.01
C: -8.1223 -3.4239 4.5137  -1.04
H: -2.8777 -4.1967 2.9970  0.36
H: -3.0897 -3.0913 4.4766  0.35
H: -1.7447 -2.7690 3.3249  0.37
H: -3.5208 -2.3743 1.4499  0.36
H: -5.2871 -3.0681 3.7239  0.40
H: -5.8810 -3.4274 0.7223  0.19
H: -6.8604 -1.3114 0.9563  0.20
H: -10.5352 -2.1568 3.2476  0.33
H: -10.3618 -2.2170 1.3971  0.33
H: -9.3898 -1.0357 2.4227  0.30
H: -9.8706 -5.2857 2.2211  0.29
H: -8.5458 -5.2566 0.9358  0.35
H: -8.1747 -5.7622 2.6701  0.31
H: -8.2111 -2.3909 4.9427  0.31
H: -8.8993 -4.1097 4.9610  0.34
H: -7.1219 -3.8373 4.8134  0.33
O: -0.3353 -0.6218 -1.9936  -0.76
P: 0.0755 0.7828 -2.4336  1.00
O: 1.6325 0.4714 -2.8872  -0.22
C: 1.8559 -0.1896 -4.1326  -0.48
C: 1.6984 0.7576 -5.3086  -0.88
O: 0.3851 1.3721 -0.9101  -0.10
C: -0.3047 0.8455 0.2192  -0.60
C: 0.5551 -0.1763 0.9399  -0.91
O: 0.2593 2.3836 -2.9904  -0.22
C: -0.9177 3.2098 -3.0329  -0.43
C: -1.2916 3.7537 -1.6649  -0.88
H: 1.1800 -1.0459 -4.2292  0.38
H: 2.8784 -0.5736 -4.1085  0.31
H: 0.6570 1.0767 -5.4141  0.27
H: 2.0022 0.2737 -6.2391  0.43
H: 2.2958 1.6567 -5.1659  0.16
H: -1.2691 0.4239 -0.0729  0.45
H: -0.5159 1.6808 0.8934  0.41
H: 0.9283 -0.9484 0.2650  0.31
H: -0.0085 -0.6577 1.7429  0.19
H: 1.4317 0.3102 1.3739  0.12
H: -1.7485 2.6483 -3.4701  0.33
H: -0.6930 4.0422 -3.7019  0.34
H: -1.7507 2.9774 -1.0486  0.15
H: -2.0137 4.5679 -1.7566  0.42
H: -0.4111 4.1170 -1.1326  0.24
O: 7.4057 0.8447 -2.1853  -0.73
P: 6.3729 1.4072 -1.2110  1.10
O: 6.0418 2.8336 -1.9765  -0.32
C: 5.2246 2.8066 -3.1412  -0.64
C: 3.7576 2.6500 -2.7847  -0.53
O: 7.4478 1.9835 -0.0827  -0.37
C: 8.7238 1.3663 0.0824  -0.36
C: 9.7938 2.1442 -0.6595  -1.24
O: 5.1335 1.7506 -0.0894  -0.26
C: 4.7711 0.7097 0.8317  -0.04
C: 5.7518 0.5913 1.9858  -1.11
H: 5.5525 2.0056 -3.8131  0.30
H: 5.3770 3.7567 -3.6586  0.35
H: 3.5655 1.6645 -2.3565  0.16
H: 3.1295 2.7651 -3.6679  0.26
H: 3.4588 3.3882 -2.0382  0.27
H: 8.6975 0.3217 -0.2340  0.40
H: 8.9510 1.3676 1.1523  0.41
H: 9.5279 2.3092 -1.7047  0.29
H: 10.7501 1.6179 -0.6214  0.37
H: 9.9219 3.1312 -0.2085  0.30
H: 4.6796 -0.2413 0.2982  0.33
H: 3.7844 0.9661 1.2224  0.11
H: 6.6757 0.1067 1.6642  0.22
H: 5.3294 -0.0129 2.7923  0.43
H: 6.0167 1.5742 2.3786  0.28

Calculated values
Max |F|: 8.800 eV/A
LUMO level: -3.849 eV
Total charge: +1
Multiplicity: 1